# 1
61
Properties=species:S:1:pos:R:3:forces:R:3:nbo_charge:R:1 method="wB97M-V/def2-TZVPD" e_homo_ev=-9.25 largest_force_ha_per_bohr=0.0112 lumo_ev=-2.9 total_charge=+1
Ca -0.4858 -0.6400 -1.1387 0.0197 -0.2750 0.1139 1.82
C -3.2506 0.4229 0.0102 0.0301 0.0158 0.0780 -0.42
N -2.3545 0.9219 -1.0398 0.2013 -0.1152 0.0605 -0.56
C -3.0205 0.9190 -2.3536 0.0117 -0.0385 0.0082 -0.43
C -1.7972 2.2476 -0.7629 -0.1100 0.2869 -0.1170 0.02
C -2.6798 3.3018 -0.5666 -0.0456 -0.1172 0.0589 -0.21
C -2.2463 4.6108 -0.4825 0.0840 0.0627 -0.0107 -0.26
C -0.8927 4.8571 -0.6669 -0.0764 -0.0480 0.0139 -0.17
C -0.0003 3.8202 -0.8633 0.0500 0.0135 -0.0258 -0.30
C -0.4008 2.4675 -0.8746 0.0983 0.2050 0.0956 0.25
N 0.4241 1.3747 -1.0323 -0.2690 -0.3886 -0.3276 -0.89
C 1.7894 1.3963 -1.2743 0.1148 0.1480 0.0363 0.14
C 2.6967 2.3329 -0.7429 -0.0467 -0.0335 0.1250 -0.21
C 4.0486 2.3013 -1.0297 -0.0066 -0.0402 -0.0363 -0.20
C 4.5716 1.3190 -1.8580 -0.0035 0.0639 0.0442 -0.24
C 3.7166 0.3456 -2.3401 -0.0331 -0.0908 -0.0390 -0.21
C 2.3598 0.3534 -2.0442 0.1747 0.0890 0.0254 0.06
N 1.5184 -0.7347 -2.5428 -0.1572 0.0229 0.0394 -0.55
C 2.0836 -2.0624 -2.2628 0.0026 -0.0156 0.0573 -0.43
C 1.2126 -0.5837 -3.9738 -0.0023 0.1040 0.0195 -0.42
H -4.1143 1.0689 0.1900 -0.0080 0.0019 -0.0727 0.20
H -2.6992 0.3379 0.9486 0.0005 0.0115 -0.0024 0.21
H -3.6259 -0.5649 -0.2715 -0.0060 0.0043 0.0208 0.19
H -3.9106 1.5548 -2.3711 0.0066 0.0050 0.0238 0.21
H -3.3311 -0.0979 -2.6163 -0.0020 0.0015 0.0077 0.19
H -2.3263 1.2923 -3.1069 -0.0018 0.0008 0.0000 0.22
H -3.7421 3.0943 -0.5005 0.0009 -0.0013 0.0020 0.21
H -2.9467 5.4173 -0.3190 -0.0052 -0.0026 0.0020 0.22
H -0.5188 5.8728 -0.6638 -0.0106 0.0099 -0.0045 0.22
H 1.0302 4.0749 -1.0481 -0.0082 -0.0372 0.0040 0.22
H 2.3348 3.0748 -0.0472 -0.0074 -0.0068 -0.0233 0.21
H 4.6968 3.0509 -0.5946 0.0139 -0.0034 -0.0019 0.22
H 5.6231 1.2988 -2.1066 0.0048 -0.0059 0.0030 0.22
H 4.1180 -0.4414 -2.9674 -0.0011 0.0001 0.0008 0.21
H 3.0337 -2.2512 -2.7690 -0.0278 0.0174 -0.0502 0.20
H 1.3804 -2.8332 -2.5914 0.0026 0.0059 -0.0006 0.19
H 2.2509 -2.1659 -1.1894 0.0157 -0.0125 -0.0049 0.22
H 2.1096 -0.6526 -4.5974 0.0171 -0.0094 0.0292 0.20
H 0.7551 0.3914 -4.1412 0.0087 0.0022 -0.0003 0.22
H 0.5186 -1.3674 -4.2898 0.0062 0.0028 -0.0073 0.19
C 0.3102 0.1797 2.4635 -0.0007 -0.0013 -0.0174 -0.41
N -0.0221 -1.1800 2.8640 0.0172 0.0605 -0.0757 -0.42
C -0.1160 -1.3941 4.3045 0.0171 -0.0438 0.0781 -0.21
C 0.0606 -2.8585 4.6414 -0.0424 0.0188 -0.0533 -0.42
C -0.8984 -3.6725 3.7997 0.0315 0.0143 0.1023 -0.21
N -0.7220 -3.3505 2.3897 0.0270 0.0074 -0.1345 -0.42
C -1.1652 -4.3572 1.4388 -0.0078 0.0286 0.0167 -0.40
C -0.3514 -2.1239 1.9587 -0.0015 -0.0861 0.2171 0.82
O -0.3052 -1.8808 0.7220 -0.0866 0.1582 -0.2483 -0.88
H 1.2633 0.4696 2.9068 0.0013 -0.0153 0.0068 0.22
H -0.4565 0.8764 2.8110 -0.0085 -0.0023 -0.0088 0.21
H 0.4011 0.2661 1.3858 0.0149 0.0316 0.0240 0.23
H -1.0789 -1.0228 4.6714 0.0002 0.0020 -0.0055 0.20
H 0.6639 -0.7975 4.7783 -0.0069 0.0172 -0.0186 0.22
H -0.1338 -3.0238 5.6997 0.0110 -0.0042 0.0062 0.24
H 1.0864 -3.1660 4.4310 0.0029 -0.0044 0.0110 0.22
H -1.9349 -3.4879 4.1027 -0.0012 0.0006 -0.0106 0.20
H -0.7078 -4.7384 3.9241 -0.0075 0.0007 -0.0234 0.22
H -0.7547 -5.3248 1.7251 0.0097 0.0047 0.0029 0.21
H -0.8124 -4.1046 0.4461 -0.0063 -0.0247 -0.0046 0.23
H -2.2556 -4.4342 1.4277 0.0010 0.0043 -0.0089 0.20

***

# 2
73
Properties=species:S:1:pos:R:3:forces:R:3:lowdin_charge:R:1 method="wB97M-V/def2-TZVPD" e_homo_ev="-9.36 / -10.13" largest_force_ha_per_bohr=0.1472 spin_multiplicity=2 lumo_ev="-0.1 / -0.6"
C 5.7117 0.1418 -1.8302 0.2592 -0.7842 0.3816 -0.05
C 4.7162 -0.6496 -0.8263 1.9278 1.4925 1.6026 -0.43
C 5.6041 -0.8544 0.5237 0.1057 1.1430 -0.8200 -0.04
C 3.4859 0.2850 -0.4077 -0.0702 0.3258 0.2066 -0.10
C 2.1218 0.0360 -1.2113 1.3082 -1.3054 -1.1567 -0.36
C 2.3635 0.6458 -2.7005 -0.6962 -0.0122 0.0758 -0.20
N 1.1750 0.4809 -3.5916 1.0743 -0.4654 -0.0728 0.00
S 0.7904 0.9882 -0.3401 0.5267 7.5459 0.2735 0.87
O -0.0049 1.9116 -1.2255 1.2363 -3.4548 1.3159 -0.31
O 1.4403 1.8785 0.7049 -1.1345 -3.5580 -1.8107 -0.32
C -0.4459 -0.0586 0.5826 -1.1546 -0.4878 2.3020 -0.35
F -1.0708 0.7925 1.5343 1.5224 -1.6882 -2.0554 0.06
F 0.2123 -1.0510 1.3291 -1.1829 1.5166 -1.5410 0.06
C -1.6380 -0.6228 -0.3446 -0.1134 1.4541 -1.6862 -0.23
F -2.6084 0.4127 -0.3780 1.6462 -2.6531 0.3370 0.08
F -1.2086 -0.7514 -1.6926 -0.6690 -0.1460 2.8369 0.08
C -2.2350 -2.0189 0.1313 0.3470 -0.7942 0.9464 -0.22
F -1.2753 -3.0546 -0.0216 -1.7937 2.3532 0.2051 0.10
F -2.5402 -1.9268 1.5011 0.4569 -0.0449 -2.6416 0.11
C -3.5325 -2.5084 -0.6581 -1.5007 -2.4118 -0.0591 -0.35
F -3.9998 -3.6545 0.0321 0.9904 2.4481 -1.3174 0.10
F -4.5859 -1.6075 -0.6600 2.5759 -1.6412 -0.4034 0.14
F -3.1984 -2.9783 -1.9419 -0.8561 1.7810 2.7675 0.12
C 1.8275 -1.5276 -1.4172 0.5874 -0.6437 0.1627 -0.07
C 3.0179 -2.4746 -0.8568 -1.5426 -2.3491 -0.2873 -0.42
C 2.7768 -3.9018 -1.5960 -0.7542 0.2766 0.8848 -0.05
C 2.8907 -2.7897 0.7082 -0.6101 0.5334 -0.3789 -0.03
N 4.3624 -2.0148 -1.2977 -1.2510 1.5104 -1.7182 -0.13
O 4.5703 -2.1982 -2.5759 0.0122 -0.1249 1.2464 -0.03
H 5.3076 0.2225 -2.8838 0.6068 -0.1836 1.3039 0.07
H 5.9557 1.1869 -1.4324 -0.6437 -1.4962 -0.3672 0.10
H 6.7050 -0.4351 -1.8128 -1.4810 0.8215 -0.4091 0.10
H 6.4471 -1.5699 0.2720 -1.1391 0.6666 0.5590 0.09
H 4.9808 -1.1492 1.4215 0.9137 0.1110 -1.1526 0.07
H 6.0863 0.1683 0.7322 -0.7167 -1.5049 -0.0737 0.10
H 3.8056 1.3640 -0.6362 -0.5235 -1.5894 0.5848 0.14
H 3.3602 0.1855 0.7243 -0.1525 0.2873 -1.7085 0.12
H 2.6215 1.7469 -2.6265 -0.0524 -1.4116 -0.0299 0.14
H 3.1949 -0.0001 -3.1433 -0.6385 1.1576 1.0415 0.12
H 1.3638 -0.3600 -4.1625 -0.4296 0.8497 0.2300 0.08
H 1.1021 1.2799 -4.2320 -0.0094 -0.5035 0.4605 0.08
H 1.7494 -1.7979 -2.5302 0.0134 0.7654 1.6414 0.12
H 0.8756 -1.9122 -0.9377 1.1614 0.5858 -0.5281 0.10
H 3.6335 -4.6081 -1.3564 -1.0441 0.9180 -0.5261 0.10
H 2.5800 -3.7946 -2.7054 0.6268 -0.1415 1.3603 0.08
H 1.8183 -4.3354 -1.1372 1.3543 0.5126 -0.6028 0.09
H 3.6501 -3.5774 1.0114 -0.8376 1.1888 -0.2605 0.10
H 1.8384 -3.2144 0.8874 1.5724 0.5387 -0.3409 0.09
H 2.9398 -1.8382 1.3364 0.1925 -1.4401 -0.7064 0.07
O -2.0791 0.9288 7.7491 -0.0730 -0.5333 -0.5273 0.12
C -2.2298 0.7528 6.5703 0.3349 0.4105 0.8893 -0.48
O -2.0784 -0.4530 5.9559 -0.0842 0.1897 0.2961 0.03
C -2.2228 -0.2859 4.5404 0.0782 -0.3088 -0.3979 -0.17
C -3.0099 0.9902 4.3676 -0.3425 0.3538 -0.4972 -0.17
C -2.5618 1.8157 5.5556 -0.3856 -0.0674 -0.3546 -0.08
H -1.2264 -0.2228 4.0932 -0.0326 0.0006 0.0348 0.12
H -2.7447 -1.1474 4.1207 0.1478 -0.0604 0.2199 0.12
H -2.8362 1.4754 3.4059 0.0131 -0.1062 0.0417 0.11
H -4.0806 0.7793 4.4505 0.0952 -0.0049 -0.0328 0.12
H -1.6601 2.3916 5.3352 -0.0534 0.0406 0.1290 0.14
H -3.3563 2.4680 5.9159 0.3109 0.0844 0.1790 0.13
O -5.8218 5.8156 -0.9089 0.0054 -0.4006 -0.6163 0.12
C -5.4730 4.7582 -1.3607 -0.3759 0.6919 0.6520 -0.48
O -5.8683 4.2823 -2.5729 0.0487 0.2790 0.2002 0.03
C -5.3597 2.9549 -2.7521 -0.0110 -0.3401 -0.2906 -0.16
C -4.1771 2.8523 -1.8162 0.4639 -0.3779 0.0599 -0.16
C -4.5879 3.7543 -0.6707 0.4396 -0.2397 -0.2453 -0.08
H -6.1510 2.2416 -2.5023 0.0096 0.0503 -0.0056 0.13
H -5.0705 2.8103 -3.7941 -0.2013 0.1698 0.0382 0.13
H -3.9574 1.8296 -1.5118 -0.0791 0.1032 -0.1386 0.09
H -3.2844 3.2588 -2.3010 -0.0676 -0.0849 0.0374 0.13
H -5.1743 3.2189 0.0797 0.0226 0.1387 0.0573 0.13
H -3.7274 4.2399 -0.2120 -0.2845 0.0636 0.1996 0.13

***

# 3
63
Properties=species:S:1:pos:R:3:forces:R:3:nbo_charge:R:1 method="wB97M-V/def2-TZVPD" e_homo_ev="-6.39 / -6.40" largest_force_ha_per_bohr=0.0221 spin_multiplicity=2 lumo_ev="0.4 / 0.4"
Mn 0.5301 0.2248 -1.0230 0.6387 -0.6137 0.7099 1.16
C 2.5616 1.6497 0.6632 0.2237 -0.0662 0.0232 -0.40
N 2.2458 0.2333 0.4139 -0.3444 0.6782 -0.2279 -0.49
C 3.4311 -0.4722 -0.0956 -0.0216 -0.0579 -0.0067 -0.39
C 1.7905 -0.4781 1.5944 0.1919 0.0127 0.1449 0.15
C 2.3758 -0.2551 2.8249 0.0497 -0.0053 0.0594 -0.24
C 2.0674 -1.0540 3.9191 -0.0074 -0.0170 -0.0322 -0.28
C 1.2372 -2.1437 3.7096 0.0101 0.0395 -0.0277 -0.19
C 0.6538 -2.3788 2.4732 0.0150 -0.0305 0.0166 -0.28
C 0.8327 -1.4937 1.3865 -0.1177 -0.0725 0.0955 0.15
N 0.2401 -1.5075 0.1595 0.1907 0.3171 -0.7415 -0.66
C -0.8498 -2.2537 -0.2016 -0.0163 -0.1143 0.2710 0.14
C -1.6914 -3.0294 0.6282 0.0267 -0.0083 0.0243 -0.28
C -2.7123 -3.8127 0.1145 0.0239 0.0413 -0.0454 -0.19
C -2.9729 -3.8463 -1.2470 -0.0060 0.0224 0.0335 -0.27
C -2.2487 -2.9899 -2.0627 -0.0164 -0.0167 -0.0563 -0.22
C -1.2408 -2.1920 -1.5525 -0.1591 -0.0651 -0.1479 0.15
N -0.6257 -1.1764 -2.3861 -0.2569 0.8971 0.0336 -0.50
C -1.6282 -0.1267 -2.6971 -0.1085 -0.1125 -0.1943 -0.41
C -0.0820 -1.7113 -3.6326 0.1418 -0.0475 0.0602 -0.40
H 3.5169 1.7774 1.1843 -0.0170 -0.0096 0.0495 0.18
H 1.7716 2.0948 1.2630 -0.0018 0.0242 -0.0150 0.20
H 2.6039 2.1843 -0.2846 0.0010 -0.0041 -0.0027 0.21
H 4.1711 -0.5978 0.7001 0.0245 0.0111 0.0061 0.20
H 3.8944 0.0930 -0.9014 0.0994 -0.0199 0.0776 0.18
H 3.1341 -1.4528 -0.4663 -0.0015 -0.0073 0.0159 0.22
H 3.1012 0.5418 2.9403 -0.0262 0.0067 -0.0220 0.21
H 2.5112 -0.8612 4.8862 -0.0117 -0.0005 0.0036 0.21
H 1.0376 -2.8336 4.5211 0.0176 -0.0224 -0.0230 0.21
H 0.0969 -3.2901 2.3437 -0.0680 0.0237 0.0163 0.22
H -1.5722 -2.9888 1.6963 0.0010 -0.0503 0.0130 0.21
H -3.3169 -4.3996 0.7956 0.0176 -0.0024 0.0080 0.21
H -3.7462 -4.4803 -1.6585 -0.0131 0.0128 0.0109 0.21
H -2.4935 -2.9284 -3.1174 0.0080 0.0108 0.0168 0.20
H -2.4347 -0.5149 -3.3308 -0.0079 -0.0409 0.0190 0.19
H -1.1471 0.7008 -3.2190 -0.0082 0.0044 0.0179 0.20
H -2.0656 0.2458 -1.7713 0.0372 0.0170 0.0252 0.22
H -0.8735 -2.0415 -4.3132 -0.0063 -0.0521 0.0093 0.19
H 0.5691 -2.5562 -3.4133 0.0194 0.0070 0.0107 0.21
H 0.4884 -0.9390 -4.1443 -0.0453 -0.0490 -0.0378 0.19
N 2.1114 0.3904 -2.7047 -0.2777 -0.2211 0.0417 -0.82
C 1.6260 1.4368 -3.6195 0.1039 -0.0808 -0.0408 -0.34
C 0.9594 2.5507 -2.8159 0.0121 -0.0006 -0.0609 0.77
O 0.8844 3.6614 -3.3151 -0.0640 0.0857 0.0761 -0.66
O 0.5271 2.1739 -1.6707 -0.2267 -0.3165 0.2799 -0.82
H 2.9394 0.7400 -2.2416 -0.0165 0.0073 -0.0599 0.37
H 2.3988 -0.4343 -3.2213 0.0151 -0.0130 0.0590 0.38
H 0.8706 1.0108 -4.2811 0.0318 0.0375 -0.0448 0.20
H 2.4110 1.8688 -4.2398 0.0155 -0.0216 -0.0402 0.21
O -0.8537 1.0316 0.4632 -0.1307 -0.1282 -0.4208 -1.00
S -0.9006 1.4634 1.8994 0.0185 0.0535 -0.0291 1.27
C -2.6562 1.4900 2.3496 0.0032 -0.0366 0.0600 -0.59
C -2.8428 2.7765 3.1353 0.0360 0.0631 -0.0221 -0.41
C -2.1651 3.8582 2.2930 0.0089 -0.0094 0.0191 -0.41
C -0.8055 3.2943 1.8765 0.0029 0.0075 0.0053 -0.61
H -2.8987 0.5816 2.8972 0.0265 -0.0177 -0.0195 0.24
H -3.1876 1.5017 1.3956 -0.0092 0.0002 0.0137 0.24
H -2.3456 2.6925 4.1062 -0.0403 0.0118 0.0146 0.21
H -3.8944 2.9916 3.3230 -0.0127 -0.0386 -0.0196 0.23
H -2.0561 4.7913 2.8445 0.0168 0.0169 -0.0293 0.22
H -2.7659 4.0661 1.4065 -0.0148 -0.0153 0.0051 0.22
H -0.0095 3.5804 2.5640 -0.0088 -0.0054 0.0139 0.23
H -0.5075 3.5418 0.8564 0.0337 -0.0185 0.0069 0.27

***

| no. | electronic energy (eV) |
| --- | --- |
| 1 | -51267.8119 |
| 2 | -75932.3601 |
| 3 | -77591.0189 |